ORCA calculation (ωB97M-V/def2-TZVPD) on a structure of composition C9H13AsF6K5N3O2 in a non-equilibrium geometry.

Properties
Charge: +4
Gap between HOMO and LUMO: 5.15 eV
Calculated total energy: -176847.22859 eV
LUMO level: -12.2 eV

Geometry as XYZ:
```
39
Properties=species:S:1:pos:R:3:forces:R:3
K -1.444 -3.001 1.040 0.6482 -0.6694 -0.0486
K -1.383 2.796 3.581 0.6062 0.4614 0.2414
K -4.709 -0.665 1.962 -0.7446 -0.0567 0.4862
K -4.199 2.800 -2.305 0.1834 0.5399 -0.5346
K -2.984 -1.819 -3.192 0.2292 -0.0663 -0.7095
As -1.193 0.333 -0.154 2.6753 0.3038 0.1287
F -0.067 -0.609 0.791 -0.9042 -0.1764 -0.0604
F 0.093 0.962 -1.040 0.1270 0.1487 -0.6144
F -2.324 1.314 -1.069 -0.4365 -0.9016 0.3516
F -2.522 -0.459 0.772 -0.0568 0.3670 -0.3857
F -1.001 1.604 0.992 -1.1188 -0.1444 0.3325
F -1.268 -1.034 -1.292 -1.0076 0.4732 0.3369
C 0.550 0.992 -4.157 0.7436 0.4684 -0.3064
N -0.822 1.553 -4.106 0.0583 0.3825 -0.2252
O -0.958 2.703 -3.753 -0.2895 -0.5155 0.1059
O -1.756 0.822 -4.440 -0.1323 -0.1997 0.6156
H 1.254 1.813 -4.065 -0.1468 0.0953 0.1485
H 0.724 0.525 -5.122 -0.3298 -0.2643 0.0534
H 0.676 0.321 -3.315 -0.1417 -0.1592 -0.0872
N 0.687 -3.195 -1.356 -0.1603 -0.4965 0.1765
C 1.214 -3.403 -0.105 0.5159 0.3705 -0.0780
C 0.971 -4.704 0.243 -0.0782 -0.5591 0.0442
C 0.228 -5.301 -0.807 -0.1004 0.1082 -0.0214
C 0.119 -4.369 -1.808 -0.6239 0.3127 0.0954
H 0.644 -2.309 -1.824 0.3901 -0.0566 -0.1331
H 1.797 -2.627 0.363 0.0611 -0.0777 0.0688
H 1.376 -5.320 1.031 0.0042 0.5027 0.3795
H -0.159 -6.306 -0.761 0.1830 -0.0969 -0.4282
H -0.274 -4.450 -2.809 -0.0196 -0.0260 0.0042
N 1.884 2.494 4.615 -0.3889 0.3008 -0.3229
C 1.900 3.866 4.529 -0.9068 -0.3745 0.4741
C 1.504 4.209 3.260 0.7489 0.1959 -0.1702
C 1.447 3.008 2.503 -0.6008 0.0604 -0.0853
C 1.577 1.962 3.384 0.3930 -0.2473 0.2816
H 1.951 1.968 5.471 0.3616 0.0368 0.0026
H 2.128 4.460 5.399 -0.0335 0.0823 -0.0428
H 1.366 5.205 2.871 0.3460 0.0614 0.0454
H 1.429 2.968 1.425 -0.3236 -0.1883 0.0154
H 1.545 0.892 3.250 0.2694 0.0044 -0.1348
```
Positions in Å, forces in eV/Å.

natural (NBO) atomic charge list, values in e, 5 entries: number 1, K, carries 0.9764; number 2, K, carries 0.9860; number 3, K, carries 0.9983; number 4, K, carries 0.9968; number 5, K, carries 0.9937

=====

ORCA calculation (ωB97M-V/def2-TZVPD) on a structure of composition C48H56MnN4O2PS3 in a non-equilibrium geometry.

Properties
Charge: +1
2S+1: 6
Gap between HOMO and LUMO (spin up / spin down): 7.16 / 7.12 eV
Energy relative to the best compared isomer or geometry (same formula, charge and spin): 559.4 kJ/mol
Calculated total energy: -133847.94215 eV
LUMO level (spin up / spin down): -1.7 / -1.8 eV

Geometry as XYZ:
```
115
Properties=species:S:1:pos:R:3:forces:R:3
Mn 0.164 -0.956 0.333 -0.1312 0.7788 0.2768
N -0.945 0.947 2.778 0.0818 0.0740 -0.2904
C -0.423 1.716 1.679 -0.0847 0.4659 0.2766
C -0.172 3.033 1.917 -0.0359 0.1263 0.1192
C 0.384 4.246 1.200 -0.0810 -0.4871 -0.1666
C 0.232 4.527 -0.961 0.0944 0.1734 0.3128
C -0.218 3.226 -1.522 -0.9145 0.3241 0.6585
C 0.491 2.168 -1.107 1.5090 0.8145 -1.7763
P 0.806 0.637 -2.025 -0.3412 -0.5635 0.0486
C -0.816 -0.188 -2.307 0.1059 -0.0567 -0.0026
C -0.729 -1.585 -2.320 0.0471 -0.0269 -0.2122
C -1.853 -2.386 -2.492 -0.0414 0.0757 -0.0230
C -3.092 -1.788 -2.655 -0.0426 0.0124 0.0168
C -3.198 -0.399 -2.650 0.0219 0.0167 0.0092
C -2.073 0.395 -2.480 -0.0219 -0.0479 0.1382
C 1.296 1.268 -3.672 -0.1191 -0.0287 0.0566
C 0.389 1.721 -4.631 0.0585 0.0097 0.0698
C 0.845 2.238 -5.832 0.0324 0.0160 -0.0105
C 2.211 2.317 -6.086 -0.0411 0.0025 -0.0369
C 3.118 1.861 -5.144 -0.0017 -0.0441 0.0577
C 2.659 1.326 -3.945 0.0464 -0.0260 -0.0008
H -0.853 1.449 3.652 -0.0692 0.0476 -0.0208
H -0.394 0.101 2.866 0.0749 -0.0645 0.0519
H -0.392 3.296 2.948 0.0477 0.0327 -0.0231
H 0.853 4.837 1.983 0.0182 0.1171 -0.0900
H 0.479 5.255 -1.735 -0.0718 -0.0350 -0.0628
H -1.161 3.168 -2.055 0.2667 0.0003 -0.3729
H 0.251 -2.044 -2.243 0.0110 -0.0681 0.0737
H -1.759 -3.465 -2.501 -0.0010 0.0310 -0.0184
H -3.977 -2.397 -2.796 0.0183 0.0133 0.0073
H -4.167 0.067 -2.779 0.0100 0.0009 0.0037
H -2.184 1.469 -2.466 -0.0167 0.0216 0.0131
H -0.675 1.672 -4.439 -0.0257 -0.0143 -0.0090
H 0.136 2.586 -6.573 0.0119 -0.0107 0.0133
H 2.563 2.725 -7.025 -0.0163 -0.0089 0.0341
H 4.181 1.909 -5.344 -0.0239 -0.0034 0.0068
H 3.364 0.939 -3.217 0.0039 0.0213 -0.0098
C 5.853 -1.023 0.897 0.0185 0.0098 -0.0221
C 4.889 -0.813 -0.263 -0.0139 0.0944 0.0554
N 4.299 0.531 -0.302 0.0303 0.0357 -0.1138
C 5.112 1.598 -0.921 -0.0423 -0.0554 0.1165
C 5.794 2.493 0.109 0.0384 -0.0608 -0.0297
C 3.115 0.816 0.253 0.2045 -0.2083 -0.1441
S 2.397 -0.337 1.339 0.1561 0.0543 -0.0434
N 2.703 2.083 0.081 -0.3145 0.0080 0.3480
C 1.660 2.684 -0.334 -0.1639 -0.3669 0.3112
O -0.310 1.024 0.576 -0.0733 -0.2749 0.4456
C 1.391 4.110 -0.035 -0.0448 -0.0198 0.1854
C 2.533 5.066 0.058 0.0484 -0.0650 -0.0977
C 2.366 6.377 0.245 -0.0385 0.0009 -0.0288
C 1.086 7.092 0.396 0.0048 -0.0216 0.0223
C -0.151 6.583 0.407 -0.0647 -0.0056 0.0250
C -0.513 5.126 0.270 0.0207 -0.0377 0.0422
H 6.195 -2.059 0.908 -0.0139 0.0281 -0.0123
H 5.357 -0.814 1.844 -0.0055 -0.0029 0.0024
H 6.733 -0.384 0.810 -0.0362 -0.0125 0.0028
H 4.074 -1.530 -0.216 -0.0118 -0.0090 0.0213
H 5.401 -0.950 -1.215 0.0141 -0.0186 -0.0258
H 4.486 2.192 -1.583 -0.0214 0.0169 -0.0232
H 5.859 1.098 -1.535 0.0099 -0.0191 -0.0365
H 5.059 3.028 0.707 -0.0133 -0.0127 0.0300
H 6.423 3.225 -0.401 -0.0337 -0.0070 -0.0041
H 6.430 1.912 0.778 -0.0350 0.0215 -0.0320
H 3.535 4.665 -0.060 -0.0440 -0.0053 0.0529
H 3.253 6.998 0.277 -0.0171 -0.0096 0.0155
H 1.176 8.166 0.512 0.0028 -0.0283 -0.0124
H -0.972 7.283 0.526 0.0072 -0.0381 -0.0143
H -1.587 4.962 0.340 0.0199 -0.0175 -0.0183
N -1.924 -1.317 0.850 -0.2805 -0.4626 -0.1640
S -2.966 -1.135 2.037 -0.0230 0.0678 0.0264
C -4.156 -2.461 1.855 -0.0187 0.0207 0.0584
C -4.224 -3.404 2.869 -0.0086 0.0015 0.0056
C -5.076 -4.495 2.731 0.0042 0.0141 -0.0062
C -5.845 -4.630 1.586 0.0037 0.0266 -0.0254
C -5.776 -3.672 0.575 -0.0041 -0.0291 0.0331
C -4.934 -2.583 0.709 0.0265 0.0220 -0.0113
C -4.035 0.255 1.646 0.0300 -0.0304 0.0280
C -3.611 1.174 0.703 0.1052 -0.0061 0.0252
C -4.416 2.275 0.435 -0.0189 0.0142 0.0008
C -5.616 2.449 1.111 0.0466 -0.0208 -0.0159
C -6.018 1.523 2.068 0.0017 -0.0018 -0.0113
C -5.226 0.420 2.342 -0.0273 -0.0117 0.0048
H -2.434 -1.416 -0.031 0.0320 -0.0267 -0.0090
H -3.628 -3.279 3.767 -0.0172 -0.0056 -0.0383
H -5.144 -5.231 3.523 0.0034 0.0121 -0.0151
H -6.512 -5.476 1.480 0.0157 0.0226 -0.0002
H -6.392 -3.775 -0.309 0.0147 0.0033 0.0202
H -4.888 -1.819 -0.062 -0.0041 -0.0362 0.0165
H -2.648 1.047 0.219 -0.0477 -0.0070 0.0574
H -4.089 3.008 -0.294 -0.0279 -0.0130 0.0178
H -6.237 3.310 0.902 0.0154 -0.0090 -0.0007
H -6.950 1.662 2.600 0.0222 -0.0053 -0.0128
H -5.542 -0.305 3.085 0.0249 0.0164 -0.0292
C 2.838 -5.044 0.077 -0.0279 -0.0414 -0.0092
C 1.678 -5.980 0.416 -0.0201 0.0432 -0.0369
C 0.324 -5.573 -0.167 0.0572 -0.0798 0.0071
S -0.528 -4.142 0.516 0.0773 0.1349 -0.1426
O 0.467 -2.997 0.319 0.0637 -0.3225 0.0341
C -0.513 -4.564 2.282 -0.0806 -0.0786 0.0114
C 0.654 -3.973 3.067 0.0201 0.0910 0.0045
C 0.334 -2.579 3.595 0.0524 -0.0514 0.0398
H 3.748 -5.377 0.577 -0.0189 -0.0148 -0.0255
H 2.635 -4.017 0.374 0.0108 0.0031 0.0282
H 3.033 -5.048 -0.998 -0.0304 0.0166 0.0226
H 1.594 -6.119 1.497 -0.0103 0.0457 -0.0113
H 1.891 -6.973 0.013 0.0184 -0.0201 0.0148
H -0.410 -6.379 -0.070 0.0061 0.0090 0.0107
H 0.402 -5.343 -1.233 0.0224 0.0133 0.0206
H -0.533 -5.655 2.313 -0.0110 0.0290 0.0035
H -1.470 -4.206 2.672 0.0421 -0.0001 -0.0458
H 1.554 -3.949 2.451 -0.0251 0.0434 0.0044
H 0.865 -4.641 3.903 0.0144 -0.0154 0.0251
H 0.019 -1.920 2.786 -0.0209 -0.0146 -0.0601
H 1.201 -2.124 4.074 0.0029 -0.0126 0.0177
H -0.483 -2.613 4.320 0.0216 0.0032 -0.0048
```
Positions in Å, forces in eV/Å.

Löwdin atomic charge list, values in e, 5 entries: number 1, Mn, carries 0.6202; number 2, N, carries 0.0921; number 3, C, carries -0.5136; number 4, C, carries 0.0031; number 5, C, carries -0.1298

=====

ORCA calculation (ωB97M-V/def2-TZVPD) on the ion C9H12N3 with charge +1 in a non-equilibrium geometry.

Properties
Charge: +1
Gap between HOMO and LUMO (spin up / spin down): 4.07 / 4.07 eV
Energy relative to the best compared isomer or geometry (same formula, charge and spin): 559.8 kJ/mol
Calculated total energy: -13985.64251 eV
LUMO level (spin up / spin down): -6.6 / -6.6 eV

Geometry as XYZ:
```
24
Properties=species:S:1:pos:R:3:forces:R:3
C 1.929 -0.794 -3.182 -1.8320 0.0566 -0.6058
C 0.567 -1.232 -2.977 1.0072 4.0314 3.6098
C 2.473 0.349 -2.559 -0.3512 -1.8677 -0.3943
C -0.266 -0.620 -2.049 0.6655 0.4473 0.1491
C 1.714 0.873 -1.541 0.4359 -1.7424 -2.4047
C 0.377 0.434 -1.286 -0.3507 0.2740 0.0627
C 0.111 -0.475 2.683 1.1751 -2.0998 -2.3813
C -1.433 1.187 0.107 -2.1084 0.4301 1.2938
C -1.704 0.064 1.178 -0.1543 1.1778 0.6036
N -0.152 1.156 -0.352 2.1132 1.0217 1.3178
N -0.956 0.280 2.395 2.2426 -0.8887 1.4158
N 0.753 -0.695 3.815 -1.9729 3.6611 2.2164
H 2.318 -1.407 -4.006 0.9237 0.6853 0.5571
H 0.302 -2.016 -3.500 -1.6521 -3.7602 -2.5914
H 3.478 0.677 -2.799 -0.1677 0.1155 0.1064
H -1.340 -0.780 -1.764 1.2339 -0.4552 -0.8927
H 2.176 1.638 -1.047 0.3495 1.9587 1.8508
H -2.009 1.198 -0.787 -1.6737 -0.7222 -0.4809
H -1.758 2.034 0.710 1.0019 0.9165 -0.4137
H -2.680 -0.022 1.617 -1.2084 0.5358 -1.0992
H -1.525 -0.745 0.560 0.9305 -2.7017 0.1669
H -1.464 0.647 3.178 -0.7727 0.6813 0.2245
H 1.467 -1.366 3.991 0.3925 -0.3912 -0.8894
H 0.665 -0.035 4.670 -0.2274 -1.3639 -1.4213
```
Positions in Å, forces in eV/Å.

natural (NBO) atomic charge list, values in e, 5 entries: number 1, C, carries 0.0078; number 2, C, carries -0.2106; number 3, C, carries -0.2544; number 4, C, carries -0.0950; number 5, C, carries 0.0218

=====

ORCA calculation (ωB97M-V/def2-TZVPD) on a cluster of 2 separate species, C4H9NO2 in total in a non-equilibrium geometry.

Properties
Gap between HOMO and LUMO: 11.24 eV
Structure (SMILES): COCCC#N.O
Energy relative to the best compared isomer or geometry (same formula, charge and spin): 193.9 kJ/mol
Calculated total energy: -9878.05064 eV
LUMO level: 0.7 eV

Geometry as XYZ:
```
16
Properties=species:S:1:pos:R:3:forces:R:3
C -4.953 -0.057 0.727 -0.0753 -0.1090 -0.0090
O -3.724 0.638 0.703 0.1598 0.3143 -0.0232
C -2.604 -0.210 0.721 -0.1611 -0.4142 0.0120
C -1.350 0.663 0.710 -0.0323 0.3370 -0.4102
C -0.116 -0.129 0.732 1.2074 -0.9647 1.2680
N 0.832 -0.759 0.973 -1.4352 1.0156 -0.7470
H -5.051 -0.712 -0.153 -0.0121 0.0970 0.1889
H -5.043 -0.665 1.642 -0.0082 0.0893 -0.1903
H -5.753 0.691 0.711 0.2353 -0.1927 0.0055
H -2.623 -0.839 1.629 0.1047 0.0776 -0.1967
H -2.614 -0.878 -0.157 0.0622 0.0901 0.1787
H -1.342 1.294 -0.192 -0.1187 -0.1319 0.2793
H -1.353 1.327 1.586 0.0620 -0.1812 -0.2464
O 1.481 -1.090 -2.015 0.3782 0.0261 0.9903
H 1.103 -0.201 -2.116 0.3571 -0.4919 0.3594
H 1.799 -1.183 -1.073 -0.7237 0.4386 -1.4593
```
Positions in Å, forces in eV/Å.

natural (NBO) atomic charge list, values in e, 5 entries: number 1, C, carries -0.2485; number 2, O, carries -0.5383; number 3, C, carries -0.0450; number 4, C, carries -0.5285; number 5, C, carries 0.3070

=====

ORCA calculation (ωB97M-V/def2-TZVPD) on a cluster of 2 separate species, C3H8O3S in total.

Properties
Gap between HOMO and LUMO: 9.99 eV
Structure (SMILES): O=C(O)CCS.O
Energy relative to the best compared isomer or geometry (same formula, charge and spin): 25.9 kJ/mol
Calculated total energy: -20218.68265 eV
LUMO level: 0.7 eV

Geometry as XYZ:
```
15
Properties=species:S:1:pos:R:3:forces:R:3
O 0.101 -3.136 -0.782 0.5195 -0.1332 0.0944
C -0.816 -2.386 -0.922 -0.6545 -0.0260 -0.0577
O -2.045 -2.629 -0.419 -0.3070 -0.1232 0.3299
C -0.855 -1.122 -1.728 0.2264 0.5923 0.1561
C -1.133 0.183 -0.923 0.3008 -0.7686 -0.3543
S -0.607 0.129 0.812 -0.0764 0.0574 0.0030
H -2.017 -3.424 0.142 0.1904 0.2007 -0.2251
H 0.079 -0.991 -2.251 0.4399 -0.2507 0.0103
H -1.604 -1.272 -2.495 -0.3625 0.1063 -0.1533
H -2.189 0.423 -0.940 -0.1105 0.0694 0.1866
H -0.578 0.968 -1.423 -0.1923 0.2786 0.0102
H 0.710 0.125 0.567 0.0259 -0.0009 0.0031
H 3.143 4.403 4.053 0.0419 -0.1169 -0.1163
H 4.202 4.715 3.008 -0.0150 -0.0774 -0.0226
O 3.609 4.016 3.302 -0.0265 0.1921 0.1357
```
Positions in Å, forces in eV/Å.

natural (NBO) atomic charge list, values in e, 5 entries: number 1, O, carries -0.5785; number 2, C, carries 0.8032; number 3, O, carries -0.6987; number 4, C, carries -0.5270; number 5, C, carries -0.5092

=====

ORCA calculation (ωB97M-V/def2-TZVPD) on a cluster of 2 separate species, C2H5IS in total in a non-equilibrium geometry.

Properties
Gap between HOMO and LUMO (spin up / spin down): 7.53 / 5.67 eV
Energy relative to the best compared isomer or geometry (same formula, charge and spin): 179.5 kJ/mol
Calculated total energy: -21088.76898 eV
LUMO level (spin up / spin down): -1.2 / -2.3 eV

Geometry as XYZ:
```
9
Properties=species:S:1:pos:R:3:forces:R:3
C -0.346 -0.121 0.122 -4.0107 -1.6256 3.5502
C 0.624 -0.306 -0.820 4.3137 0.5030 -3.7075
S 1.969 0.851 -0.830 -0.4974 -0.7883 -0.2225
I -1.256 0.258 -3.412 0.6666 -0.1885 0.8359
H -1.347 -0.586 -0.062 0.8177 0.5148 -0.3968
H -0.107 -0.628 1.107 0.3067 0.6187 -0.6656
H -0.439 0.922 0.264 -0.6591 1.0386 0.6321
H 0.969 -1.224 -1.317 -0.6811 0.3494 0.2747
H 1.577 1.747 0.111 -0.2563 -0.4219 -0.3005
```
Positions in Å, forces in eV/Å.

natural (NBO) atomic charge list, values in e, 5 entries: number 1, C, carries -0.7418; number 2, C, carries -0.1430; number 3, S, carries 0.1379; number 4, I, carries -0.3846; number 5, H, carries 0.2722